[1]
The following is a quantum chemistry calculation of a cluster of 3 separate species, C5H16NO2 in total in a non-equilibrium geometry, from the OMol25 dataset.

Results
E_tot   -11021.5093 eV
Relative energy (zero: lowest compared OMol25 entry of this formula, charge and spin)   228.8 kJ/mol
Molar mass   122.188 g mol⁻¹
Charge   +1
Multiplicity   1
Strongest force on any atom   4.2 eV/A
HOMO level   -13.8126 eV
E_LUMO   -3.074 eV
Frontier orbital gap   10.74 eV

Bonds (Å) are listed after each position.
Atoms and positions in Å:
1 C -1.5966 -2.0258 0.2385  C2 1.486, H7 1.024, H8 1.102, H9 1.149
2 C -1.2315 -1.1248 1.3618  C1 1.486, C3 1.563, H10 1.158, H11 1.100
3 C -1.8415 0.3036 1.1843  C2 1.563, C4 1.484, H12 1.102, H13 1.097
4 C -1.2137 0.7710 -0.0770  C3 1.484, C5 1.318, H14 1.107
5 C -0.5264 1.8953 -0.0405  C4 1.318, N6 1.499, H15 1.107
6 N 0.4372 2.1669 -1.1562  C5 1.499, H16 1.051, H17 0.980, H18 1.045
7 H -0.8660 -2.2204 -0.4520  C1 1.024
8 H -2.0292 -2.9571 0.6371  C1 1.102
9 H -2.5226 -1.6693 -0.3403  C1 1.149
10 H -1.7916 -1.4590 2.3191  C2 1.158
11 H -0.1459 -1.0821 1.5362  C2 1.100
12 H -2.8879 0.0280 0.9746  C3 1.102
13 H -1.9995 0.8176 2.1406  C3 1.097
14 H -1.4416 0.1756 -0.9824  C4 1.107
15 H -0.5200 2.6317 0.7862  C5 1.107
16 H 0.2209 3.1393 -1.4904  N6 1.051
17 H 1.3439 2.1664 -0.7839  N6 0.980
18 H 0.4587 1.3321 -1.7840  N6 1.045
19 H 2.6890 0.0080 -1.3364  O21 0.946
20 H 3.2560 0.6630 -2.7607  O21 1.062
21 O 2.4624 0.5743 -2.0599  H19 0.946, H20 1.062
22 H 3.0939 -2.1833 0.6406  O24 0.969
23 H 3.4946 -0.6834 1.1159  O24 1.037
24 O 3.1575 -1.2678 0.3288  H22 0.969, H23 1.037

Here are the natural (NBO) charges for atoms 1 to 5, given in e: atom 1 (C): -0.64, atom 2 (C): -0.39, atom 3 (C): -0.46, atom 4 (C): -0.14, atom 5 (C): -0.11



[2]
The following is a quantum chemistry calculation of the molecule C5H16NO2PSi in a non-equilibrium geometry, from the OMol25 dataset.

Results
E_tot   -28196.3894 eV
Relative energy (zero: lowest compared OMol25 entry of this formula, charge and spin)   16.8 kJ/mol
Structure (SMILES)   CO[PH](=N[Si](C)(C)C)OC
Molar mass   181.248 g mol⁻¹
Multiplicity   1
Strongest force on any atom   5.4 eV/A
HOMO level   -9.1826 eV
E_LUMO   0.831 eV
Frontier orbital gap   10.01 eV

Bonds (Å) are listed after each position.
Atoms and positions in Å:
1 C 2.8363 -1.9538 1.0294  O2 1.446, H11 1.146, H12 1.168, H13 1.182
2 O 2.8362 -0.6283 0.4524  C1 1.446, P3 1.641
3 P 1.5079 0.3341 0.4118  O2 1.641, N4 1.665, O9 1.656, H14 1.450
4 N 0.1231 -0.4611 -0.0603  P3 1.665, Si5 1.713
5 Si -1.5207 -0.0181 0.1330  N4 1.713, C6 1.983, C7 1.988, C8 1.880
6 C -2.3112 -0.4149 -1.6422  Si5 1.983, H15 1.078, H16 1.136, H17 1.059
7 C -1.5661 1.8703 0.7528  Si5 1.988, H18 1.084, H19 1.128, H20 1.161
8 C -2.2923 -0.9215 1.5897  Si5 1.880, H21 1.065, H22 1.120, H23 1.120
9 O 2.0666 1.4480 -0.6784  P3 1.656, C10 1.469
10 C 1.7770 1.0732 -2.0690  O9 1.469, H24 1.033, H25 1.057, H26 1.189
11 H 1.7278 -2.2256 1.1351  C1 1.146
12 H 3.5076 -1.9474 1.9854  C1 1.168
13 H 3.4083 -2.6329 0.2489  C1 1.182
14 H 1.8210 1.2576 1.4843  P3 1.450
15 H -2.0977 -1.4626 -1.7823  C6 1.078
16 H -3.4325 -0.2511 -1.5666  C6 1.136
17 H -1.9383 0.0799 -2.5008  C6 1.059
18 H -2.4475 2.4825 0.5992  C7 1.084
19 H -1.5061 1.9447 1.8764  C7 1.128
20 H -0.6275 2.3333 0.2513  C7 1.161
21 H -1.3654 -0.9350 2.1142  C8 1.065
22 H -3.0483 -0.2242 2.0334  C8 1.120
23 H -2.7244 -1.9308 1.3659  C8 1.120
24 H 0.7490 1.0566 -2.1713  C10 1.033
25 H 2.2495 0.1596 -2.3123  C10 1.057
26 H 2.2677 1.9674 -2.6803  C10 1.189

Here are the natural (NBO) charges for atoms 1 to 5, given in e: atom 1 (C): -0.28, atom 2 (O): -0.82, atom 3 (P): 1.99, atom 4 (N): -1.52, atom 5 (Si): 1.77



[3]
The following is a quantum chemistry calculation of a cluster of 2 separate species, C5H16NOP2S in total in a non-equilibrium geometry, from the OMol25 dataset.

Results
E_tot   -38387.1822 eV
Relative energy (zero: lowest compared OMol25 entry of this formula, charge and spin)   52.5 kJ/mol
Molar mass   200.204 g mol⁻¹
Charge   +1
Multiplicity   1
Strongest force on any atom   5.1 eV/A
HOMO level   -11.8361 eV
E_LUMO   -3.907 eV
Frontier orbital gap   7.93 eV

Bonds (Å) are listed after each position.
Atoms and positions in Å:
1 C 2.1856 -2.2920 0.3386  C4 1.438, H11 1.060, H12 1.187, H13 1.173
2 C -1.5029 -1.6818 0.0983  C5 1.503, H14 1.081, H15 1.126, H16 1.116
3 C -0.2659 -1.2922 2.2462  C5 1.552, H17 1.056, H18 1.042, H19 1.096
4 C 0.9741 -1.5407 0.1533  C1 1.438, C5 1.435, N6 1.307
5 C -0.2211 -1.9427 0.8381  C2 1.503, C3 1.552, C4 1.435, H20 1.184
6 N 1.0977 -0.3606 -0.3945  C4 1.307, H21 1.110, H23 1.014
7 O -0.4015 2.8418 0.4150  P9 1.651, H24 1.001
8 P -1.3981 4.4050 -2.1263  P9 2.203, H25 1.390, H26 1.365
9 P -0.8140 2.5182 -1.1509  O7 1.651, P8 2.203, S10 2.283
10 S 1.0735 2.0019 -2.3276  P9 2.283, H22 1.322
11 H 2.1878 -2.8274 1.2533  C1 1.060
12 H 2.1427 -3.0588 -0.5668  C1 1.187
13 H 3.2105 -1.7537 0.1514  C1 1.173
14 H -1.3373 -1.5252 -0.9589  C2 1.081
15 H -1.9580 -0.7311 0.4952  C2 1.126
16 H -2.2370 -2.5223 0.0714  C2 1.116
17 H 0.6396 -1.4007 2.7788  C3 1.056
18 H -0.4187 -0.2785 2.0591  C3 1.042
19 H -1.0209 -1.6122 2.9735  C3 1.096
20 H -0.1555 -3.0849 1.1420  C5 1.184
21 H 0.3707 0.4063 -0.7332  N6 1.110
22 H 0.8667 2.9470 -3.2289  S10 1.322
23 H 2.0339 -0.0412 -0.6182  N6 1.014
24 H -0.3268 3.8097 0.6605  O7 1.001
25 H -2.6366 3.7981 -2.2959  P8 1.390
26 H -2.0883 5.2179 -1.2736  P8 1.365

Here are the natural (NBO) charges for atoms 1 to 5, given in e: atom 1 (C): -0.69, atom 2 (C): -0.62, atom 3 (C): -0.57, atom 4 (C): 0.51, atom 5 (C): -0.33



[4]
The following is a quantum chemistry calculation of a cluster of 3 separate species, C5H16O2 in total in a non-equilibrium geometry, from the OMol25 dataset.

Results
E_tot   -9538.7145 eV
Relative energy (zero: lowest compared OMol25 entry of this formula, charge and spin)   107.6 kJ/mol
Structure (SMILES)   CCC(C)C.O.O
Molar mass   108.181 g mol⁻¹
Multiplicity   1
Strongest force on any atom   3.2 eV/A
HOMO level   -10.4390 eV
E_LUMO   0.551 eV
Frontier orbital gap   10.99 eV

Bonds (Å) are listed after each position.
Atoms and positions in Å:
1 C -0.5660 -1.9286 -0.8151  C2 1.490, H6 1.127, H7 1.127, H8 1.112
2 C -0.1504 -0.5694 -0.3667  C1 1.490, C3 1.648, H9 1.106, H10 1.093
3 C 1.2823 -0.2205 -1.1033  C2 1.648, C4 1.539, C5 1.482, H11 1.132
4 C 2.4510 -0.7438 -0.2501  C3 1.539, H12 1.086, H13 1.100, H14 1.101
5 C 1.2901 1.2428 -1.3371  C3 1.482, H15 1.108, H16 1.108, H17 1.081
6 H 0.3403 -2.5957 -0.7562  C1 1.127
7 H -1.4245 -2.4197 -0.2752  C1 1.127
8 H -1.0050 -1.9832 -1.8355  C1 1.112
9 H -0.7751 0.3182 -0.5803  C2 1.106
10 H 0.1748 -0.4990 0.6739  C2 1.093
11 H 1.2050 -0.7587 -2.0965  C3 1.132
12 H 3.2642 -0.8693 -0.9593  C4 1.086
13 H 2.2282 -1.6600 0.3165  C4 1.100
14 H 2.7964 -0.0443 0.5261  C4 1.101
15 H 0.6393 1.5328 -2.1859  C5 1.108
16 H 2.1966 1.7207 -1.7579  C5 1.108
17 H 0.8627 1.8593 -0.5585  C5 1.081
18 O -2.8431 0.5794 0.9048  H19 0.963, H20 0.969
19 H -2.5181 -0.2630 0.5715  O18 0.963
20 H -2.9511 1.1608 0.1365  O18 0.969
21 O -0.7155 1.3351 2.5690  H22 0.966, H23 0.968
22 H -1.0860 0.5487 2.1471  O21 0.966
23 H -1.2466 1.9575 2.0510  O21 0.968

Here are the natural (NBO) charges for atoms 1 to 5, given in e: atom 1 (C): -0.63, atom 2 (C): -0.43, atom 3 (C): -0.20, atom 4 (C): -0.62, atom 5 (C): -0.63